(1)
C22H39F6O4PdSSi as an isolated structure. Source: the OMol25 dataset; level of theory: ωB97M-V/def2-TZVPD.

Its total charge is -1. The value obtained for the frontier orbital gap is 7.6 eV. Its lowest unoccupied orbital energy is 2.68 eV. Its electronic energy is -2577.6619 Ha. Its spin multiplicity is 1. The calculation puts the molar mass at 648.1 g/mol.

Last column: Mulliken charge in e.
Geometry (Å):
Pd (-0.11, 0.98, 1.11)  -0.679
C (3.78, -0.90, 1.14)  -1.674
C (2.96, -1.69, 0.13)  1.740
C (3.24, -3.19, 0.25)  -1.257
C (3.25, -1.20, -1.29)  -1.475
O (1.60, -1.41, 0.45)  0.435
Si (0.18, -2.10, 0.04)  0.245
S (-1.37, -0.73, 0.37)  -0.616
O (0.34, -2.58, -1.53)  0.072
C (-0.43, -3.49, -2.31)  1.806
C (-0.30, -3.03, -3.75)  -1.812
C (0.17, -4.89, -2.14)  -1.436
C (-1.90, -3.48, -1.89)  -1.468
O (-0.03, -3.54, 0.83)  0.333
C (-0.40, -3.87, 2.17)  1.964
C (-0.07, -5.35, 2.32)  -1.953
C (-1.89, -3.64, 2.37)  -1.708
C (0.41, -3.05, 3.17)  -1.051
H (4.84, -0.90, 0.87)  0.436
H (3.67, -1.33, 2.14)  0.334
H (3.42, 0.13, 1.18)  0.219
H (4.29, -3.40, 0.01)  0.496
H (2.60, -3.75, -0.42)  0.075
H (3.05, -3.52, 1.27)  0.220
H (4.29, -1.39, -1.55)  0.466
H (3.06, -0.13, -1.35)  0.322
H (2.60, -1.71, -2.00)  0.075
H (0.75, -3.02, -4.05)  0.339
H (-0.68, -2.01, -3.85)  0.416
H (-0.85, -3.68, -4.43)  0.405
H (1.20, -4.89, -2.49)  0.297
H (-0.40, -5.62, -2.72)  0.469
H (0.15, -5.17, -1.09)  0.057
H (-2.28, -2.46, -1.87)  0.292
H (-2.02, -3.91, -0.90)  0.106
H (-2.49, -4.07, -2.60)  0.520
H (-0.65, -5.94, 1.60)  0.381
H (-0.30, -5.71, 3.32)  0.402
H (0.99, -5.52, 2.12)  0.341
H (-2.46, -4.24, 1.66)  0.329
H (-2.14, -2.59, 2.22)  0.259
H (-2.18, -3.92, 3.39)  0.489
H (1.48, -3.24, 3.04)  0.176
H (0.13, -3.31, 4.19)  0.633
H (0.24, -1.97, 3.03)  -0.306
C (0.34, 0.12, 5.39)  -2.104
C (0.13, 0.98, 4.14)  0.910
O (0.24, 0.24, 3.02)  -0.235
C (1.21, 2.11, 4.11)  0.695
F (2.42, 1.63, 4.44)  -0.301
F (1.33, 2.63, 2.87)  -0.231
F (0.98, 3.15, 4.93)  -0.304
C (-1.27, 1.64, 4.27)  0.557
F (-2.22, 0.69, 4.25)  -0.284
F (-1.45, 2.34, 5.41)  -0.300
F (-1.53, 2.48, 3.25)  -0.226
H (1.31, -0.37, 5.30)  0.392
H (-0.43, -0.64, 5.40)  0.429
H (0.30, 0.70, 6.32)  0.431
C (-1.34, 4.01, -3.18)  -1.600
C (-0.53, 4.29, -1.91)  2.398
C (0.86, 4.81, -2.29)  -1.588
C (-1.25, 5.34, -1.06)  -1.576
C (-0.39, 3.05, -1.12)  -0.122
C (-0.27, 2.04, -0.46)  -1.060
H (-1.47, 4.93, -3.76)  0.362
H (-2.32, 3.61, -2.93)  0.384
H (-0.83, 3.27, -3.81)  0.388
H (0.78, 5.81, -2.74)  0.370
H (1.34, 4.15, -3.01)  0.393
H (1.50, 4.88, -1.41)  0.363
H (-1.36, 6.27, -1.63)  0.386
H (-0.70, 5.55, -0.15)  0.372
H (-2.24, 4.99, -0.78)  0.385

(2)
C3H9N2 as an isolated structure in a non-equilibrium geometry. Source: the OMol25 dataset; level of theory: ωB97M-V/def2-TZVPD.

Its total charge is +1. The value obtained for the frontier orbital gap is 6.0 eV. Its lowest unoccupied orbital energy is -8.36 eV. Its electronic energy is -228.7439 Ha. Its spin multiplicity is 1. The calculation puts the molar mass at 73.1 g/mol.

Last column: natural (NBO) charge in e.
Geometry (Å):
C (0.56, -1.69, 0.52)  -0.672
C (-0.52, -0.65, 0.56)  0.177
N (0.36, 1.68, 0.49)  -0.522
C (-0.08, 1.34, -0.84)  -0.084
N (-0.70, -0.09, -0.83)  -0.517
H (0.21, -2.52, -0.11)  0.305
H (1.53, -1.31, 0.20)  0.268
H (0.63, -2.13, 1.53)  0.254
H (-1.48, -0.88, 1.08)  0.257
H (-0.01, 0.55, 1.01)  0.282
H (0.71, 1.46, -1.60)  0.211
H (1.17, 2.21, 0.56)  0.408
H (-0.83, 2.12, -1.18)  0.202
H (-1.57, -0.09, -1.40)  0.432

(3)
An isolated ion of composition C5H10NO and charge -1 in a non-equilibrium geometry. Source: the OMol25 dataset; level of theory: ωB97M-V/def2-TZVPD.

Its total charge is -1. The value obtained for the frontier orbital gap is 6.4 eV. Its lowest unoccupied orbital energy is 3.89 eV. Its electronic energy is -326.4397 Ha. As for the SMILES: C=CC[C@H](N)C[O-]. Its spin multiplicity is 1. The calculation puts the molar mass at 100.1 g/mol.

Last column: natural (NBO) charge in e.
Geometry (Å):
C (-0.87, -0.64, 1.06)  -0.008
O (-1.02, -1.93, 1.33)  -0.924
C (0.61, -0.17, 0.77)  -0.083
C (0.73, 1.14, -0.05)  -0.457
C (0.05, 1.03, -1.43)  -0.117
C (-0.76, 2.00, -1.88)  -0.472
N (1.31, -1.33, 0.10)  -0.891
H (-1.42, -0.13, 0.21)  0.060
H (-1.29, 0.12, 1.80)  0.062
H (1.13, -0.07, 1.71)  0.159
H (1.76, 1.50, -0.29)  0.192
H (0.24, 2.01, 0.40)  0.200
H (0.31, 0.19, -2.07)  0.186
H (-0.57, 2.98, -1.42)  0.175
H (-1.52, 1.88, -2.64)  0.191
H (1.59, -1.07, -0.84)  0.322
H (0.57, -2.04, 0.15)  0.405

(4)
C9H9FO as an isolated structure in a non-equilibrium geometry. Source: the OMol25 dataset; level of theory: ωB97M-V/def2-TZVPD.

The value obtained for the frontier orbital gap is 9.5 eV. Its lowest unoccupied orbital energy is 0.92 eV. Its electronic energy is -523.3709 Ha. Its spin multiplicity is 1. The calculation puts the molar mass at 152.2 g/mol.

Last column: natural (NBO) charge in e.
Geometry (Å):
C (-0.28, 2.29, 1.88)  -0.242
C (-1.27, 1.44, 2.36)  -0.201
C (0.71, 1.84, 1.05)  -0.171
C (-1.39, 0.20, 1.84)  -0.240
C (0.58, 0.54, 0.46)  -0.164
C (-0.46, -0.23, 0.86)  0.309
C (1.42, 0.02, -0.62)  -0.424
C (0.46, -1.80, -0.62)  0.660
C (-0.24, -2.43, -1.80)  -0.698
O (-0.56, -1.48, 0.31)  -0.520
F (1.34, -2.56, -0.05)  -0.335
H (-0.20, 3.28, 2.30)  0.213
H (-2.05, 1.79, 3.07)  0.218
H (1.36, 2.62, 0.49)  0.216
H (-2.20, -0.48, 2.17)  0.226
H (1.35, 0.35, -1.69)  0.217
H (2.55, -0.06, -0.40)  0.224
H (-1.31, -2.82, -1.45)  0.247
H (0.30, -3.29, -2.18)  0.230
H (-0.35, -1.66, -2.70)  0.234

(5)
An isolated ion of composition C4H10NOS and charge -1 in a non-equilibrium geometry. Source: the OMol25 dataset; level of theory: ωB97M-V/def2-TZVPD.

Its total charge is -1. The value obtained for the frontier orbital gap is 5.5 eV. Its lowest unoccupied orbital energy is 3.00 eV. Its electronic energy is -686.5122 Ha. As for the SMILES: [O-]CNCCCS. Its spin multiplicity is 1. The calculation puts the molar mass at 120.2 g/mol.

Last column: natural (NBO) charge in e.
Geometry (Å):
C (0.26, 0.33, 0.68)  -0.223
N (1.11, 0.68, -0.47)  -0.785
C (2.69, 0.65, 0.17)  0.133
O (3.11, -0.61, 0.05)  -0.932
C (-1.20, 0.46, 0.26)  -0.442
C (-1.58, -0.64, -0.73)  -0.451
S (-2.57, -2.23, -0.26)  -0.131
H (0.33, -0.79, 0.93)  0.161
H (0.58, 1.06, 1.47)  0.194
H (1.03, 0.31, -1.33)  0.338
H (3.20, 1.33, -0.53)  0.096
H (2.54, 0.78, 1.24)  0.109
H (-1.31, 1.44, -0.21)  0.208
H (-1.86, 0.31, 1.11)  0.188
H (-0.60, -1.04, -1.06)  0.234
H (-2.07, -0.31, -1.62)  0.199
H (-3.68, -1.72, 0.31)  0.104

(6)
A 2-piece molecular cluster, C11H15ClO5P2 overall in a non-equilibrium geometry. Source: the OMol25 dataset; level of theory: ωB97M-V/def2-TZVPD.

The value obtained for the frontier orbital gap is 6.9 eV. Its lowest unoccupied orbital energy is -1.86 eV. Its electronic energy is -1947.1458 Ha. As for the SMILES: CP(O)C1=CC(=O)C=C(P(O)Cl)C1=O.C1CCOC1. Its spin multiplicity is 1. The calculation puts the molar mass at 324.6 g/mol.

Last column: natural (NBO) charge in e.
Geometry (Å):
C (5.55, 0.79, 1.81)  -0.960
P (5.36, 2.09, 0.40)  1.035
O (5.71, 1.27, -1.06)  -0.961
C (3.52, 2.55, 0.51)  -0.374
C (3.26, 3.88, 0.96)  -0.228
C (1.71, 4.28, 1.11)  0.508
O (1.38, 5.50, 1.13)  -0.493
C (0.61, 3.12, 1.29)  -0.223
C (0.89, 1.80, 0.82)  -0.420
P (-0.45, 0.47, 0.99)  1.093
O (-1.93, 1.26, 0.58)  -0.964
Cl (-0.14, -1.10, -0.41)  -0.264
C (2.33, 1.54, 0.17)  0.510
O (2.61, 0.57, -0.57)  -0.484
H (6.62, 0.76, 2.19)  0.246
H (4.85, 1.18, 2.64)  0.237
H (5.15, -0.21, 1.43)  0.245
H (6.67, 1.37, -1.23)  0.498
H (4.11, 4.61, 1.20)  0.265
H (-0.41, 3.36, 1.76)  0.238
H (-2.21, 1.75, 1.39)  0.499
C (-3.20, -2.95, -1.19)  -0.431
C (-4.03, -4.04, -1.84)  -0.432
C (-5.39, -3.83, -1.20)  -0.067
O (-5.50, -2.43, -0.91)  -0.538
C (-4.21, -1.82, -1.07)  -0.069
H (-2.32, -2.68, -1.77)  0.221
H (-2.88, -3.28, -0.20)  0.201
H (-4.10, -3.86, -2.92)  0.201
H (-3.64, -5.05, -1.69)  0.217
H (-5.47, -4.38, -0.26)  0.163
H (-6.21, -4.13, -1.85)  0.182
H (-4.23, -1.22, -1.98)  0.165
H (-4.00, -1.17, -0.22)  0.186

(7)
C34H40I2N7O6PS2Sr as an isolated structure in a non-equilibrium geometry. Source: the OMol25 dataset; level of theory: ωB97M-V/def2-TZVPD.

The value obtained for the frontier orbital gap is 7.8 eV. Its lowest unoccupied orbital energy is -0.67 eV. Its electronic energy is -3918.2476 Ha. Its spin multiplicity is 1. The calculation puts the molar mass at 1079.3 g/mol.

Last column: Mulliken charge in e.
Geometry (Å):
Sr (1.11, -0.97, -1.22)  1.444
I (-3.78, -0.39, -1.78)  0.105
C (-2.88, 0.89, -3.19)  -0.586
I (-0.85, 0.55, -3.64)  0.194
H (-2.96, 1.88, -2.76)  0.016
H (-3.43, 0.83, -4.12)  0.569
O (-2.98, -0.94, 6.08)  -0.525
C (-3.65, -1.60, 5.11)  0.662
O (-4.78, -1.95, 5.31)  -0.576
C (-2.94, -1.84, 3.82)  0.831
C (-3.71, -2.26, 2.74)  -1.121
C (-3.13, -2.49, 1.51)  -0.051
C (-1.76, -2.30, 1.34)  -0.537
C (-0.98, -1.87, 2.41)  -0.368
C (-1.57, -1.65, 3.64)  -1.032
N (-1.15, -2.50, 0.08)  0.845
C (-1.37, -3.61, -0.49)  -0.614
C (-0.88, -3.91, -1.85)  0.213
C (-1.11, -5.17, -2.39)  -0.924
C (-0.64, -5.43, -3.67)  -0.428
C (0.00, -4.42, -4.36)  -1.123
C (0.16, -3.19, -3.74)  -0.193
N (-0.26, -2.94, -2.50)  0.687
H (-2.11, -0.67, 5.76)  0.311
H (-4.77, -2.41, 2.90)  0.462
H (-3.74, -2.80, 0.67)  0.777
H (0.08, -1.73, 2.26)  0.202
H (-0.92, -1.35, 4.46)  0.371
H (-1.94, -4.41, 0.01)  0.457
H (-1.62, -5.92, -1.81)  0.445
H (-0.78, -6.41, -4.11)  0.433
H (0.38, -4.57, -5.36)  0.439
H (0.65, -2.37, -4.26)  0.402
O (2.13, -0.06, -4.12)  -0.655
S (3.10, -0.54, -3.15)  1.250
O (2.80, -1.90, -2.70)  -0.582
N (3.14, 0.42, -1.84)  -0.058
C (4.37, 0.94, -1.67)  0.123
S (4.81, 1.91, -0.41)  -0.454
C (5.32, 0.58, -2.77)  0.237
C (6.61, 1.02, -2.98)  -0.788
C (7.27, 0.60, -4.12)  -0.508
C (6.66, -0.25, -5.04)  -0.594
C (5.37, -0.70, -4.84)  -0.646
C (4.74, -0.27, -3.69)  -0.016
H (7.07, 1.69, -2.26)  0.446
H (8.28, 0.94, -4.30)  0.402
H (7.20, -0.55, -5.93)  0.401
H (4.88, -1.35, -5.55)  0.479
C (-2.09, 3.52, 4.05)  -1.588
C (-1.51, 2.53, 3.06)  0.287
P (-2.55, 2.04, 1.60)  1.047
C (-4.18, 1.81, 2.44)  -0.642
C (-5.28, 1.33, 1.50)  -1.083
C (-2.80, 3.69, 0.80)  -1.068
C (-2.98, 3.58, -0.71)  -0.730
H (-1.35, 3.81, 4.80)  0.465
H (-2.94, 3.11, 4.59)  0.315
H (-2.42, 4.44, 3.56)  0.277
H (-1.22, 1.60, 3.56)  0.071
H (-0.58, 2.93, 2.62)  -0.151
H (-4.48, 2.75, 2.92)  0.511
H (-4.03, 1.08, 3.24)  0.215
H (-5.42, 2.01, 0.65)  0.276
H (-6.24, 1.26, 2.02)  0.409
H (-5.04, 0.35, 1.09)  0.022
H (-1.91, 4.30, 1.02)  0.438
H (-3.65, 4.21, 1.25)  0.502
H (-2.09, 3.13, -1.17)  -0.091
H (-3.13, 4.56, -1.18)  0.378
H (-3.83, 2.95, -0.97)  0.235
O (1.76, -1.76, 0.77)  0.302
N (2.83, -2.22, 1.33)  -0.822
C (3.24, -3.38, 0.92)  0.587
C (2.54, -4.12, -0.10)  0.176
N (1.98, -4.70, -0.92)  -0.474
C (4.43, -3.94, 1.50)  -0.066
N (5.37, -4.41, 1.95)  -0.489
C (2.10, 3.61, 1.57)  -1.155
N (1.45, 2.35, 1.23)  1.162
C (1.64, 1.25, 2.16)  -1.208
C (0.91, 2.14, 0.03)  0.235
C (0.94, 3.26, -0.97)  -1.600
O (0.40, 1.04, -0.27)  -0.400
H (2.28, 3.62, 2.64)  0.374
H (1.45, 4.46, 1.33)  0.361
H (3.05, 3.72, 1.05)  0.143
H (2.67, 0.88, 2.11)  0.379
H (0.97, 0.43, 1.90)  0.185
H (1.42, 1.59, 3.17)  0.518
H (0.36, 4.12, -0.61)  0.431
H (0.53, 2.91, -1.90)  0.091
H (1.97, 3.60, -1.12)  0.355

(8)
An isolated ion of composition C6H13N2O and charge +1 in a non-equilibrium geometry. Source: the OMol25 dataset; level of theory: ωB97M-V/def2-TZVPD.

Its total charge is +1. The value obtained for the frontier orbital gap is 11.9 eV. Its lowest unoccupied orbital energy is -2.87 eV. Its electronic energy is -420.9315 Ha. As for the SMILES: C[C@]1(C(N)=O)CCC[NH2+]1. Its spin multiplicity is 1. The calculation puts the molar mass at 129.2 g/mol.

Last column: natural (NBO) charge in e.
Geometry (Å):
C (-0.30, -1.52, 0.39)  0.685
C (-0.22, 1.41, 1.29)  -0.419
C (-0.88, 0.93, 0.00)  -0.448
C (1.24, 1.50, 0.81)  -0.224
C (0.01, -0.19, -0.46)  0.044
C (0.04, -0.57, -1.89)  -0.645
N (-1.55, -1.93, 0.36)  -0.795
N (1.41, 0.19, 0.05)  -0.540
O (0.60, -1.97, 1.07)  -0.586
H (-0.50, 2.46, 1.61)  0.266
H (-0.24, 0.57, 2.01)  0.221
H (-1.87, 0.41, 0.22)  0.265
H (-1.02, 1.81, -0.65)  0.241
H (1.20, 2.28, 0.01)  0.226
H (1.97, 1.44, 1.65)  0.253
H (-0.32, 0.27, -2.54)  0.246
H (-0.54, -1.43, -2.16)  0.241
H (1.08, -0.71, -2.26)  0.237
H (-1.98, -2.04, -0.52)  0.408
H (-1.77, -2.64, 0.97)  0.417
H (2.13, 0.29, -0.71)  0.446
H (1.54, -0.55, 0.72)  0.461